Here is one molecule with the formula C4H6N2O2 at a distorted geometry from OMol25. Energies are from the ωB97M-V functional and the def2-TZVPD basis.

The HOMO-LUMO gap comes out at 8.003 eV. As for the SMILES: Nc1c[nH]c(O)c1O. The total charge is 0. The highest occupied orbital energy comes out at -0.26427 hartree.

Structure (XYZ):
```
14
C4H6N2O2 (the ωB97M-V functional and the def2-TZVPD basis)
C -0.7759 -0.2341 -0.0120
C -0.1645 -1.4476 0.0301
C 1.4563 0.0914 -0.0818
C 0.2063 0.7409 -0.0316
H -2.8213 -0.4894 -0.4751
H -2.5807 0.3935 0.8843
H -0.4829 -2.4487 0.0803
H 1.9009 -2.0328 -0.1813
H 2.5422 1.5846 -0.0498
H -1.0281 2.1960 -0.2697
N -2.2055 0.1858 -0.0164
N 1.2619 -1.2330 0.0341
O 2.7069 0.5847 0.0656
O -0.0155 2.1086 0.0232
```

Results of the Löwdin charge analysis, in e, for atoms 1 through 2: number 1, C, carries -0.267; number 2, C, carries -0.057



Here is one molecule with the formula C18H37O5P from OMol25. Energies are from the ωB97M-V functional and the def2-TZVPD basis.

The HOMO-LUMO gap comes out at 10.879 eV. As for the SMILES: CCCCCCCCCCCCCCCCO[P@@](=O)(O)OCC=O. The total charge is 0. The highest occupied orbital energy comes out at -0.38054 hartree.

Structure (XYZ):
```
61
C18H37O5P (the ωB97M-V functional and the def2-TZVPD basis)
C 2.2946 -1.4118 2.9335
C 1.5740 -1.9112 1.6799
C 2.2364 -3.1238 0.9913
C 2.3739 -2.9751 -0.5267
C 3.6501 -2.2601 -1.0128
C 3.5413 -0.7413 -1.1877
C 3.9700 0.0885 0.0409
C 2.9905 1.1982 0.4143
C 3.1517 2.4624 -0.4383
C 1.9376 3.4014 -0.3625
C 1.1922 3.5432 -1.6893
C 0.4632 2.2507 -2.0769
C -0.9569 2.1247 -1.5013
C -1.1389 0.8799 -0.6378
C -2.5952 0.6241 -0.2316
C -3.3589 -0.2208 -1.2538
O -3.9999 -1.3838 -0.6843
P -5.5682 -1.4084 -0.4555
O -6.3070 -0.4475 -1.2762
O -5.9016 -2.9489 -0.6307
O -5.8498 -1.3232 1.0988
C -5.3097 -0.2367 1.8531
C -6.0356 -0.1789 3.1629
O -6.3426 0.8563 3.6648
H 1.9291 -1.9197 3.8243
H 3.3614 -1.6251 2.8733
H 2.1781 -0.3396 3.0718
H 1.5055 -1.0997 0.9551
H 0.5472 -2.1718 1.9333
H 3.2305 -3.2715 1.4134
H 1.6423 -4.0122 1.1977
H 2.3686 -3.9686 -0.9741
H 1.5073 -2.4371 -0.9159
H 3.8934 -2.6861 -1.9853
H 4.4651 -2.4861 -0.3252
H 4.1784 -0.4615 -2.0271
H 2.5224 -0.4729 -1.4713
H 4.0771 -0.5812 0.8956
H 4.9501 0.5303 -0.1382
H 3.1249 1.4644 1.4639
H 1.9678 0.8375 0.2935
H 3.3269 2.1654 -1.4740
H 4.0365 2.9931 -0.0896
H 1.2300 3.0203 0.3792
H 2.2420 4.3885 -0.0160
H 1.8994 3.8054 -2.4780
H 0.4920 4.3763 -1.6162
H 1.0609 1.4072 -1.7301
H 0.4300 2.1753 -3.1628
H -1.6790 2.1047 -2.3198
H -1.1878 3.0034 -0.8978
H -0.7340 0.0109 -1.1607
H -0.5300 0.9944 0.2619
H -2.6001 0.1279 0.7345
H -3.0948 1.5890 -0.1517
H -4.0967 0.3646 -1.7945
H -2.6553 -0.6131 -1.9858
H -5.6642 -3.2166 -1.5282
H -5.4434 0.7170 1.3467
H -4.2578 -0.4364 2.0599
H -6.2352 -1.1338 3.6644
```

Results of the Löwdin charge analysis, in e, for atoms 1 through 2: number 1, C, carries -0.107; number 2, C, carries -0.247



Here is a 2-piece molecular cluster, C6H9N2 overall at a distorted geometry from OMol25. Energies are from the ωB97M-V functional and the def2-TZVPD basis.

The HOMO-LUMO gap comes out at 7.187 eV. The total charge is +1. The highest occupied orbital energy comes out at -0.44450 hartree.

Structure (XYZ):
```
17
C6H9N2 (the ωB97M-V functional and the def2-TZVPD basis)
C 2.2362 0.3524 0.6353
C 2.4762 0.1767 -0.6545
C 0.7973 0.8176 0.6922
C 0.1564 0.3879 -0.5777
C 0.4691 1.7630 1.5951
C -2.2930 -1.2018 0.1414
N 1.2284 0.2071 -1.2871
N -2.8508 -1.6056 -0.9064
H 2.8646 0.3508 1.4744
H 3.3865 -0.0272 -1.2089
H -0.3438 2.4227 1.5520
H 1.0907 1.7520 2.5218
H -2.3791 -1.8347 0.9637
H -1.6886 -0.3912 0.1829
H 1.1498 0.1127 -2.3132
H -2.8307 -0.9386 -1.7512
H -3.4690 -2.3438 -1.0598
```

Results of the Löwdin charge analysis, in e, for atoms 1 through 2: number 1, C, carries -0.024; number 2, C, carries -0.080



Here is a 2-piece molecular cluster, C3H11N2 overall at a distorted geometry from OMol25. Energies are from the ωB97M-V functional and the def2-TZVPD basis.

The HOMO-LUMO gap comes out at 11.447 eV. The total charge is +1. The highest occupied orbital energy comes out at -0.55486 hartree.

Structure (XYZ):
```
16
C3H11N2 (the ωB97M-V functional and the def2-TZVPD basis)
C -2.5112 1.0587 0.0168
N -1.8481 -0.0659 -0.2197
H -3.5128 1.0588 -0.4696
H -2.0726 1.8630 0.6438
H -0.4120 -0.2219 -0.0311
H -2.2929 -0.6606 -0.9100
C 1.2883 0.7477 -0.6704
N 0.6527 -0.4774 -0.1282
C 1.4211 -1.1501 1.0404
H 1.1974 1.4206 0.1770
H 2.2789 0.3871 -1.0321
H 0.6005 1.1153 -1.4496
H 0.5960 -1.1426 -0.9632
H 1.5420 -0.4093 1.8988
H 2.3427 -1.5732 0.6330
H 0.7301 -1.9504 1.4642
```

Results of the Löwdin charge analysis, in e, for atoms 1 through 2: number 1, C, carries 0.046; number 2, N, carries 0.022



Here is C24H27N4O5PPt as an isolated structure at a distorted geometry from OMol25. Energies are from the ωB97M-V functional and the def2-TZVPD basis.

The HOMO-LUMO gap comes out at 6.563 eV. The total charge is 0. The highest occupied orbital energy comes out at -0.25598 hartree.

Structure (XYZ):
```
62
C24H27N4O5PPt (the ωB97M-V functional and the def2-TZVPD basis)
Pt 0.1487 -0.2366 -0.1198
O 3.3026 2.0361 -1.1889
C 2.4655 1.3114 -0.6703
N 1.2888 0.9069 -1.1997
C 0.7037 1.2932 -2.4037
C 1.2435 2.1941 -3.3232
C 0.5518 2.4872 -4.4857
C -0.6709 1.8843 -4.7572
C -1.2334 0.9935 -3.8607
C -0.5720 0.7029 -2.6645
N -1.0514 -0.1166 -1.6462
C -2.2510 -0.7390 -1.5615
O -3.1456 -0.7286 -2.3956
C -2.3828 -1.4700 -0.2664
C -3.5600 -2.1400 0.0262
C -3.7036 -2.8037 1.2267
C -2.6312 -2.7886 2.1113
C -1.4842 -2.1139 1.7531
N -1.3379 -1.4565 0.6028
C 2.6524 0.7417 0.7021
C 3.7374 1.1390 1.4666
C 3.9137 0.6290 2.7368
C 2.9799 -0.2865 3.2064
C 1.9158 -0.6257 2.3988
N 1.7307 -0.1346 1.1743
H 2.1953 2.6527 -3.1062
H 0.9665 3.1944 -5.1926
H -1.1942 2.1252 -5.6737
H -2.1846 0.5243 -4.0559
H -4.3433 -2.1109 -0.7189
H -4.6183 -3.3206 1.4810
H -2.6801 -3.3029 3.0601
H -0.6364 -2.1028 2.4212
H 4.4150 1.8593 1.0288
H 4.7504 0.9289 3.3523
H 3.0759 -0.7325 4.1859
H 1.1751 -1.3269 2.7517
C -3.6536 3.3706 3.8192
C -3.4067 2.4578 2.6334
O -2.3417 2.9791 1.8508
P -1.2950 1.9632 1.0635
O -0.9265 2.9959 -0.1311
C -1.9125 3.3550 -1.1033
C -2.4128 4.7697 -0.8733
O 0.0562 2.1473 1.9252
C 0.5776 3.4245 2.3180
C 0.6759 3.4900 3.8293
H -4.5405 3.0379 4.3599
H -3.8158 4.3909 3.4733
H -2.7979 3.3618 4.4945
H -4.3052 2.4036 2.0108
H -3.1719 1.4437 2.9764
H -2.7491 2.6468 -1.0779
H -1.4313 3.2815 -2.0782
H -2.8681 4.8558 0.1127
H -3.1536 5.0141 -1.6360
H -1.5837 5.4740 -0.9431
H -0.0595 4.2212 1.9335
H 1.5670 3.5200 1.8648
H -0.3187 3.5232 4.2743
H 1.2292 4.3801 4.1302
H 1.1949 2.6074 4.2063
```

Results of the Löwdin charge analysis, in e, for atoms 1 through 2: number 1, Pt, carries 1.165; number 2, O, carries 0.056



Here is one molecule with the formula CH2N2S4 at a distorted geometry from OMol25. Energies are from the ωB97M-V functional and the def2-TZVPD basis.

The HOMO-LUMO gap comes out at 8.838 eV. As for the SMILES: SS[C@H]1N=NSS1. The total charge is 0. The highest occupied orbital energy comes out at -0.31911 hartree.

Structure (XYZ):
```
9
CH2N2S4 (the ωB97M-V functional and the def2-TZVPD basis)
C -0.9139 -0.0653 0.7050
N -1.1135 -1.1767 -0.4947
N -0.8303 -2.2481 -0.0757
S -0.4048 -0.7726 2.2335
S -0.3193 -2.7083 1.4067
S 1.9162 0.1669 0.6176
S 0.2623 1.2501 0.2409
H -1.9300 0.3493 0.8897
H 2.0599 -0.2908 -0.6093
```

Results of the Löwdin charge analysis, in e, for atoms 1 through 2: number 1, C, carries -1.050; number 2, N, carries -0.043



Q: HOMO-LUMO gap of number 2 (C18H37O5P)?
A: 10.879 eV



Repeat the third record exactly.
Here is a 2-piece molecular cluster, C6H9N2 overall at a distorted geometry from OMol25. Energies are from the ωB97M-V functional and the def2-TZVPD basis.

The HOMO-LUMO gap comes out at 7.187 eV. The total charge is +1. The highest occupied orbital energy comes out at -0.44450 hartree.

Structure (XYZ):
```
17
C6H9N2 (the ωB97M-V functional and the def2-TZVPD basis)
C 2.2362 0.3524 0.6353
C 2.4762 0.1767 -0.6545
C 0.7973 0.8176 0.6922
C 0.1564 0.3879 -0.5777
C 0.4691 1.7630 1.5951
C -2.2930 -1.2018 0.1414
N 1.2284 0.2071 -1.2871
N -2.8508 -1.6056 -0.9064
H 2.8646 0.3508 1.4744
H 3.3865 -0.0272 -1.2089
H -0.3438 2.4227 1.5520
H 1.0907 1.7520 2.5218
H -2.3791 -1.8347 0.9637
H -1.6886 -0.3912 0.1829
H 1.1498 0.1127 -2.3132
H -2.8307 -0.9386 -1.7512
H -3.4690 -2.3438 -1.0598
```

Results of the Löwdin charge analysis, in e, for atoms 1 through 2: number 1, C, carries -0.024; number 2, C, carries -0.080



Q: What is the highest occupied orbital energy in the first record?
A: -0.26427 hartree